Formula: C30H63FNO9P
Source: OMol25
Level of theory: ωB97M-V/def2-TZVPD

Element x y z (Å)
C1 4.969 -0.460 0.285
C2 3.769 -0.452 -0.653
O1 4.054 0.203 -1.883
C3 3.257 -1.862 -0.954
N1 1.942 -2.101 -0.361
C4 1.974 -2.113 1.091
C5 0.566 -2.205 1.699
O2 -0.419 -1.497 0.990
P1 -0.195 0.192 0.829
F1 0.125 1.857 0.677
C6 -1.973 0.551 0.765
C7 -2.393 0.817 -0.700
C8 -3.484 -0.126 -1.239
C9 -3.413 -1.579 -0.780
O3 -4.629 -1.937 -0.074
C10 -4.474 -2.073 1.259
O4 -5.260 -1.633 2.082
H1 5.531 0.468 0.231
H2 4.645 -0.617 1.309
H3 5.668 -1.261 0.051
H4 2.967 0.093 -0.152
H5 3.907 1.139 -1.768
H6 3.989 -2.613 -0.642
H7 3.157 -1.940 -2.035
H8 1.603 -3.004 -0.668
H9 2.577 -2.944 1.479
H10 2.448 -1.208 1.462
H11 0.264 -3.251 1.740
H12 0.626 -1.862 2.736
H13 0.576 0.260 1.994
H14 0.474 0.023 -0.377
H15 -2.557 -0.223 1.247
H16 -2.098 1.459 1.346
H17 -1.547 0.814 -1.380
H18 -2.796 1.825 -0.738
H19 -4.472 0.282 -1.049
H20 -3.381 -0.141 -2.323
H21 -2.536 -1.799 -0.175
H22 -3.377 -2.237 -1.643
H23 -3.591 -2.661 1.556
C11 2.212 -0.644 -5.602
C12 2.686 0.703 -6.139
C13 1.515 1.608 -5.778
O5 0.950 1.075 -4.580
C14 1.488 -0.228 -4.330
H24 3.018 -1.351 -5.414
H25 1.511 -1.103 -6.306
H26 3.586 1.020 -5.609
H27 2.902 0.700 -7.207
H28 0.749 1.599 -6.562
H29 1.814 2.641 -5.601
H30 2.178 -0.163 -3.485
H31 0.675 -0.907 -4.064
C15 6.023 2.488 4.871
C16 7.220 1.542 4.817
C17 6.598 0.296 4.202
O6 5.552 0.750 3.340
C18 5.295 2.138 3.582
H32 6.296 3.540 4.927
H33 5.395 2.258 5.730
H34 7.991 1.945 4.155
H35 7.673 1.350 5.788
H36 6.161 -0.350 4.972
H37 7.309 -0.293 3.620
H38 5.682 2.716 2.736
H39 4.219 2.297 3.647
C19 3.078 2.661 9.420
C20 2.080 3.709 8.934
C21 2.832 4.332 7.767
O7 3.651 3.296 7.216
C22 3.679 2.178 8.108
H40 2.625 1.857 9.996
H41 3.846 3.133 10.037
H42 1.168 3.223 8.579
H43 1.803 4.438 9.693
H44 3.480 5.149 8.102
H45 2.171 4.713 6.988
H46 3.084 1.368 7.672
H47 4.708 1.832 8.213
C23 -2.676 -3.034 -6.277
C24 -4.024 -2.339 -6.439
C25 -4.239 -1.754 -5.050
O8 -2.935 -1.454 -4.538
C26 -1.939 -2.070 -5.356
H48 -2.149 -3.205 -7.214
H49 -2.813 -3.998 -5.781
H50 -3.949 -1.538 -7.178
H51 -4.828 -3.007 -6.742
H52 -4.723 -2.475 -4.381
H53 -4.835 -0.841 -5.060
H54 -1.430 -1.286 -5.928
H55 -1.204 -2.563 -4.717
C27 -8.238 -0.848 -1.176
C28 -9.301 0.145 -1.637
C29 -8.625 0.775 -2.849
O9 -7.781 -0.233 -3.412
C30 -7.667 -1.329 -2.499
H56 -8.629 -1.659 -0.564
H57 -7.466 -0.332 -0.601
H58 -10.205 -0.387 -1.942
H59 -9.578 0.878 -0.880
H60 -8.002 1.627 -2.555
H61 -9.334 1.111 -3.607
H62 -8.240 -2.174 -2.897
H63 -6.620 -1.626 -2.422

For the highest occupied orbital energy, the calculation gives -9.041 eV. The LUMO energy is 0.024 Eh. For the orbital gap, the calculation gives 9.71 eV. The SMILES is C[C@@H](O)CNCCO[PH2](F)CCCCOC=O.C1CCOC1.C1CCOC1.C1CCOC1.C1CCOC1.C1CCOC1. The total energy is -2353.9084 Eh.

Formula: C18H44ClIP2V
Source: OMol25
Level of theory: ωB97M-V/def2-TZVPD

Element x y z (Å)
V1 0.020 0.116 -0.141
Cl1 -1.862 0.164 -1.465
P1 1.028 1.802 -1.313
C1 -0.157 3.180 -1.732
C2 2.555 2.691 -0.748
C3 1.406 1.010 -2.948
C4 -1.109 3.470 -0.561
H1 -0.742 2.737 -2.558
C5 0.508 4.473 -2.216
H2 0.943 5.038 -1.383
H3 -0.275 5.097 -2.665
H4 1.273 4.314 -2.981
H5 -1.864 2.679 -0.458
H6 -1.626 4.422 -0.742
H7 -0.575 3.550 0.397
H8 0.402 0.673 -3.268
C6 2.311 -0.228 -2.837
C7 1.944 2.027 -3.960
H9 1.177 2.747 -4.260
H10 2.262 1.486 -4.862
H11 2.820 2.566 -3.573
H12 2.320 -0.687 -1.837
H13 3.347 0.006 -3.122
H14 1.936 -0.995 -3.529
C8 2.315 3.291 0.646
H15 2.677 3.513 -1.471
C9 3.810 1.820 -0.782
H16 1.565 4.093 0.641
H17 3.263 3.713 1.008
H18 2.005 2.514 1.364
H19 3.661 0.874 -0.238
H20 4.612 2.364 -0.269
H21 4.144 1.606 -1.803
H22 -0.448 1.180 0.844
H23 0.570 -1.184 -0.742
P2 -1.273 -1.826 1.174
C10 -2.056 -3.006 -0.017
C11 -0.468 -2.874 2.444
C12 -2.677 -0.905 1.942
C13 -1.150 -3.277 -1.227
H24 -2.938 -2.437 -0.360
C14 -2.505 -4.318 0.626
H25 -1.655 -4.982 0.817
H26 -3.169 -4.825 -0.083
H27 -3.066 -4.180 1.556
H28 -1.091 -2.399 -1.882
H29 -1.565 -4.114 -1.807
H30 -0.127 -3.541 -0.925
H31 -3.165 -0.458 1.055
C15 -2.236 0.242 2.870
C16 -3.643 -1.877 2.622
H32 -4.163 -2.508 1.896
H33 -4.404 -1.297 3.164
H34 -3.129 -2.516 3.356
H35 -1.172 0.503 2.772
H36 -2.443 0.002 3.924
H37 -2.802 1.147 2.612
C17 0.745 -3.595 1.834
H38 -1.237 -3.620 2.695
C18 -0.100 -2.109 3.713
H39 0.451 -4.420 1.171
H40 1.348 -4.019 2.648
H41 1.392 -2.900 1.275
H42 0.577 -1.269 3.491
H43 0.440 -2.798 4.375
H44 -0.979 -1.738 4.251
I1 2.046 -0.206 1.582

For the highest occupied orbital energy (spin up / spin down), the calculation gives -7.563 / -7.564 eV. As for the spin multiplicity: 2. The LUMO energy (spin up / spin down) is -0.033 / -0.011 Eh. For the orbital gap (spin up / spin down), the calculation gives 6.66 / 7.27 eV. The total energy is -3096.7877 Eh.

Formula: C3H72BNO39
Source: OMol25
Level of theory: ωB97M-V/def2-TZVPD

Element x y z (Å)
C1 0.406 -1.810 -0.271
C2 -0.565 -1.255 -0.662
N1 -1.588 -0.485 -1.099
O1 -2.727 -1.198 -1.586
B1 -3.687 -1.508 -0.624
O2 -5.010 -1.272 -0.968
O3 -3.372 -2.050 0.575
C3 -1.901 0.602 -0.284
O4 -1.485 0.799 0.829
O5 -2.711 1.505 -0.902
H1 1.316 -2.121 0.177
H2 -5.107 -0.311 -1.053
H3 -4.078 -1.828 1.193
H4 -3.198 1.913 -0.170
O6 1.957 0.738 -0.691
H5 1.677 1.621 -0.419
H6 2.342 0.878 -1.560
O7 3.089 3.138 0.042
H7 3.584 3.944 0.221
H8 3.341 2.527 0.743
O8 -0.616 3.723 -1.362
H9 -1.221 3.074 -0.993
H10 -0.763 4.497 -0.797
O9 -2.144 5.466 0.330
H11 -2.350 5.823 1.202
H12 -2.845 5.804 -0.235
O10 -0.717 3.454 2.557
H13 -0.390 2.918 3.291
H14 -1.311 2.870 2.074
O11 0.323 3.695 5.542
H15 1.231 3.679 5.853
H16 0.142 4.634 5.416
O12 3.003 4.419 4.841
H17 3.141 4.718 3.938
H18 3.534 3.615 4.913
O13 3.996 3.047 7.038
H19 4.889 3.018 7.398
H20 3.817 3.987 6.908
O14 1.851 -3.623 -2.146
H21 1.886 -3.267 -3.038
H22 2.374 -4.434 -2.185
O15 0.302 -5.290 0.396
H23 -0.031 -4.440 0.705
H24 0.611 -5.082 -0.496
O16 4.303 1.032 -2.748
H25 5.241 0.988 -2.545
H26 4.121 1.977 -2.737
O17 -4.094 0.975 -3.579
H27 -3.522 0.763 -4.324
H28 -3.477 1.191 -2.870
O18 3.286 -6.695 -1.964
H29 3.622 -7.531 -2.314
H30 3.352 -6.802 -1.008
O19 1.263 -8.036 -0.621
H31 0.897 -7.209 -0.282
H32 1.582 -7.811 -1.503
O20 -1.552 -4.344 -1.385
H33 -2.067 -3.920 -2.079
H34 -2.156 -4.961 -0.960
O21 5.112 -9.181 -2.832
H35 5.163 -8.850 -3.732
H36 5.625 -9.991 -2.870
O22 1.638 1.289 7.998
H37 2.512 1.592 7.723
H38 1.744 1.059 8.927
O23 3.424 -1.519 2.568
H39 2.885 -1.140 1.865
H40 2.821 -2.086 3.058
O24 -6.714 1.370 -0.873
H41 -7.129 1.674 -1.687
H42 -7.377 0.797 -0.456
O25 -8.709 0.584 1.036
H43 -9.294 -0.145 1.264
H44 -8.909 1.279 1.672
O26 -9.003 3.212 0.520
H45 -8.375 2.755 -0.052
H46 -8.988 4.128 0.228
O27 0.851 1.353 -3.879
H47 1.793 1.304 -3.689
H48 0.654 2.297 -3.863
O28 -0.736 2.961 8.721
H49 -0.122 2.374 8.259
H50 -0.691 3.774 8.211
O29 6.460 -10.502 -4.890
H51 6.506 -10.166 -5.790
H52 6.974 -11.316 -4.917
O30 -5.241 1.001 -6.639
H53 -4.833 0.149 -6.816
H54 -5.291 1.049 -5.678
O31 -0.114 6.567 5.814
H55 -0.353 6.773 6.723
H56 -0.813 6.979 5.292
O32 6.054 2.962 -3.965
H57 6.544 2.492 -4.647
H58 6.026 3.865 -4.294
O33 -6.441 -3.847 -1.423
H59 -6.329 -3.970 -2.369
H60 -5.888 -3.084 -1.211
O34 -0.180 4.946 -4.012
H61 0.195 5.780 -3.715
H62 -0.394 4.473 -3.194
O35 -0.570 -10.573 -0.740
H63 -0.145 -9.734 -0.522
H64 -0.204 -11.192 -0.102
O36 0.713 7.603 2.807
H65 1.072 6.771 2.481
H66 0.647 7.462 3.757
O37 7.956 3.591 -6.209
H67 7.895 3.552 -7.169
H68 8.576 4.306 -6.035
O38 -2.539 7.765 2.115
H69 -1.634 7.718 2.439
H70 -2.720 8.700 1.986
O39 2.711 -10.527 -0.024
H71 3.157 -10.544 -0.875
H72 2.234 -9.684 -0.020

For the highest occupied orbital energy, the calculation gives -9.041 eV. The LUMO energy is -0.010 Eh. For the orbital gap, the calculation gives 8.77 eV. The total energy is -3171.4643 Eh.

Formula: C16H16F2NO
Source: OMol25
Level of theory: ωB97M-V/def2-TZVPD

Element x y z (Å)
F1 -3.118 3.656 -0.157
C1 -3.215 2.282 -0.127
C2 -4.481 1.709 -0.176
C3 -4.554 0.324 0.004
C4 -3.409 -0.434 0.248
C5 -2.142 0.135 0.156
C6 -0.882 -0.723 0.374
C7 0.391 -0.063 -0.106
C8 1.643 -0.488 0.160
C9 2.850 0.298 0.011
C10 2.790 1.706 -0.075
C11 3.979 2.415 -0.163
F2 3.906 3.785 -0.193
C12 5.234 1.809 -0.201
C13 5.283 0.406 -0.132
C14 4.112 -0.339 -0.032
C15 -2.044 1.531 0.022
H1 -5.369 2.322 -0.329
H2 -5.525 -0.169 -0.027
H3 -3.546 -1.459 0.569
H4 -0.752 -0.900 1.455
H5 0.270 0.808 -0.761
H6 1.814 -1.533 0.420
H7 1.826 2.210 -0.044
H8 6.133 2.417 -0.257
H9 6.248 -0.100 -0.156
H10 4.140 -1.432 0.021
H11 -1.083 2.038 0.084
C16 -2.098 -3.002 -0.173
N1 -0.938 -2.064 -0.264
O1 0.137 -2.855 0.280
H12 -2.896 -2.691 -0.844
H13 -1.721 -3.994 -0.442
H14 -2.404 -3.053 0.873
H15 -0.692 -1.941 -1.249
H16 0.112 -2.609 1.230

For the highest occupied orbital energy, the calculation gives -11.834 eV. The LUMO energy is -0.129 Eh. Its net charge is +1. For the orbital gap, the calculation gives 8.33 eV. The SMILES is C[N@H+](O)[C@@H](/C=C/c1cccc(F)c1)c1cccc(F)c1. The total energy is -948.6644 Eh.

Formula: C2H6N2S2
Source: OMol25
Level of theory: ωB97M-V/def2-TZVPD

Element x y z (Å)
C1 0.010 1.774 -0.002
C2 -0.486 -0.459 -0.085
H1 0.873 2.536 0.377
H2 -0.725 1.603 0.933
H3 -0.537 1.916 -0.774
H4 1.892 -0.269 1.552
H5 -1.013 -2.443 -0.004
H6 0.660 -2.320 -0.223
N1 0.481 0.398 -0.272
N2 -0.195 -1.784 -0.184
S1 2.136 -0.101 0.139
S2 -2.155 0.150 -0.023

For the highest occupied orbital energy, the calculation gives -7.930 eV. The LUMO energy is 0.009 Eh. For the orbital gap, the calculation gives 8.16 eV. As for the relative energy (zero: lowest compared OMol25 entry of this formula, charge and spin): 2.030 eV. The SMILES is CN(S)C(N)=S. The total energy is -985.6089 Eh.

Formula: C6H4NS3
Source: OMol25
Level of theory: ωB97M-V/def2-TZVPD

Element x y z (Å)
C1 0.406 0.558 -1.186
C2 -0.063 -0.750 -1.286
C3 0.674 1.229 0.137
C4 -0.479 1.876 0.123
C5 -0.588 -1.396 -0.112
C6 -0.383 -1.006 1.235
N1 1.559 0.819 1.131
S1 -1.543 3.008 -0.490
S2 -1.734 -2.681 -0.172
S3 -1.480 -2.260 1.863
H1 0.482 1.093 -2.035
H2 0.018 -1.282 -2.260
H3 1.953 -0.054 1.007
H4 1.177 0.846 2.045

For the highest occupied orbital energy, the calculation gives -3.506 eV. The LUMO energy is 0.116 Eh. Its net charge is -1. For the orbital gap, the calculation gives 6.68 eV. As for the relative energy (zero: lowest compared OMol25 entry of this formula, charge and spin): 1.003 eV. The total energy is -1480.2125 Eh.

Formula: C8H7MnO6
Source: OMol25
Level of theory: ωB97M-V/def2-TZVPD

Element x y z (Å)
O1 -0.181 1.204 -3.732
C1 -0.030 0.857 -2.602
Mn1 -0.085 0.226 -0.996
O2 -2.700 -0.864 -1.440
C2 -1.644 -0.431 -1.249
C3 1.930 1.418 -1.364
O3 2.708 1.478 -0.430
C4 -0.478 1.068 0.656
O4 -0.863 1.642 1.609
C5 0.714 -1.329 -0.267
O5 1.120 -2.373 0.034
H1 2.311 1.931 -2.172
C6 0.962 -1.424 3.357
C7 -0.452 -1.197 2.890
C8 -1.518 -1.267 3.949
O6 -0.725 -0.973 1.710
H2 0.990 -1.828 4.376
H3 1.506 -0.469 3.343
H4 1.462 -2.118 2.669
H5 -1.770 -0.244 4.268
H6 -2.411 -1.732 3.525
H7 -1.180 -1.827 4.828

For the highest occupied orbital energy (spin up / spin down), the calculation gives -17.546 / -17.289 eV. As for the spin multiplicity: 5. The LUMO energy (spin up / spin down) is -0.357 / -0.432 Eh. Its net charge is +2. For the orbital gap (spin up / spin down), the calculation gives 7.83 / 5.53 eV. As for the relative energy (zero: lowest compared OMol25 entry of this formula, charge and spin): 0.104 eV. The total energy is -1910.6028 Eh.

Formula: C16H13N3O3S
Source: OMol25
Level of theory: ωB97M-V/def2-TZVPD

Element x y z (Å)
O1 -6.106 -1.911 1.014
O2 -1.829 1.667 -2.358
N1 4.476 0.920 1.669
N2 4.596 -1.361 -0.139
O3 -6.084 -0.542 2.869
S1 -4.109 -0.624 -0.682
C1 -5.634 -0.959 1.614
C2 -1.794 0.565 -1.753
C3 -4.103 1.016 1.382
C4 -2.929 1.273 0.546
C5 -4.745 -0.066 0.849
C6 -2.756 0.454 -0.563
C7 5.493 0.050 1.734
C8 5.494 -1.089 0.847
C9 1.578 1.438 -0.434
C10 1.651 0.378 -1.383
C11 2.425 1.534 0.597
C12 2.678 -0.578 -1.188
C13 3.466 0.657 0.777
C14 3.651 -0.389 -0.249
N3 -0.603 -0.177 -1.701
C15 -0.540 -1.405 -1.000
C16 0.632 0.218 -2.504
H1 -6.577 -1.225 3.320
H2 -4.252 1.333 2.422
H3 -2.277 2.125 0.637
H4 6.349 0.027 2.449
H5 6.218 -1.817 1.023
H6 0.795 2.145 -0.612
H7 2.302 2.358 1.290
H8 2.625 -1.439 -1.856
H9 0.460 -1.760 -0.838
H10 -1.075 -2.260 -1.483
H11 -1.030 -1.452 -0.012
H12 0.632 1.298 -2.920
H13 0.923 -0.401 -3.364

For the highest occupied orbital energy, the calculation gives -9.158 eV. The LUMO energy is -0.022 Eh. For the orbital gap, the calculation gives 8.56 eV. As for the relative energy (zero: lowest compared OMol25 entry of this formula, charge and spin): 1.832 eV. The SMILES is CN(Cc1ccc2nccnc2c1)C(=O)c1ccc(C(=O)O)s1. The total energy is -1405.6218 Eh.

Formula: C31H29N9O9S3Ti
Source: OMol25
Level of theory: ωB97M-V/def2-TZVPD

Element x y z (Å)
Ti1 -1.196 0.404 0.015
N1 1.231 1.033 0.224
N2 1.334 1.535 1.529
C1 0.182 1.597 2.299
O1 0.249 1.833 3.489
O2 -0.922 1.395 1.636
H1 1.577 0.070 0.145
H2 1.746 1.644 -0.407
H3 2.165 1.289 2.060
C2 -6.977 -0.783 -3.836
C3 -5.503 -0.957 -3.600
C4 -4.720 0.120 -3.199
C5 -3.373 -0.039 -2.919
C6 -2.802 -1.295 -3.024
C7 -3.553 -2.377 -3.452
C8 -4.897 -2.202 -3.737
S1 -1.078 -1.558 -2.700
O3 -0.440 -1.487 -4.003
O4 -0.951 -2.804 -1.987
N3 -0.571 -0.326 -1.797
C9 0.166 0.698 -2.551
C10 -0.118 2.071 -1.976
O5 0.474 3.055 -2.391
O6 -1.009 2.067 -1.035
H4 -7.522 -0.812 -2.891
H5 -7.371 -1.576 -4.472
H6 -7.190 0.175 -4.309
H7 -5.174 1.094 -3.065
H8 -2.789 0.808 -2.564
H9 -3.095 -3.352 -3.517
H10 -5.493 -3.052 -4.045
H11 -0.117 0.685 -3.608
H12 1.246 0.508 -2.512
S2 -3.452 1.594 0.226
C11 -4.702 0.433 0.401
C12 -6.042 0.908 0.614
N4 -7.116 1.287 0.781
C13 -4.437 -0.900 0.348
S3 -2.827 -1.481 0.135
C14 -5.488 -1.874 0.431
N5 -6.326 -2.662 0.483
O7 2.480 -2.323 4.338
C15 1.475 -1.961 3.768
C16 0.110 -1.809 4.446
C17 -0.812 -1.412 3.302
C18 0.157 -1.349 2.146
O8 -0.246 -1.050 0.982
N6 1.407 -1.636 2.416
H13 0.191 -1.038 5.213
H14 -0.152 -2.747 4.935
H15 -1.280 -0.434 3.426
H16 -1.602 -2.125 3.067
C19 3.689 0.378 -4.633
C20 4.518 0.163 -3.400
C21 4.698 1.194 -2.482
C22 5.427 1.001 -1.324
C23 5.999 -0.237 -1.052
N7 6.683 -0.409 0.169
C24 6.787 -1.476 1.034
O9 7.690 -1.501 1.852
N8 5.892 -2.514 0.963
C25 4.594 -2.613 0.419
C26 4.095 -3.860 0.077
C27 2.845 -3.937 -0.511
C28 2.152 -2.765 -0.780
N9 2.616 -1.573 -0.418
C29 3.772 -1.512 0.221
C30 5.877 -1.257 -1.982
C31 5.129 -1.055 -3.133
H17 4.169 1.088 -5.307
H18 2.710 0.783 -4.380
H19 3.539 -0.555 -5.170
H20 4.230 2.152 -2.661
H21 5.521 1.802 -0.602
H22 7.227 0.373 0.507
H23 6.178 -3.266 1.577
H24 4.681 -4.752 0.269
H25 2.413 -4.891 -0.772
H26 1.186 -2.786 -1.267
H27 4.066 -0.541 0.590
H28 6.337 -2.217 -1.791
H29 5.005 -1.875 -3.829

For the highest occupied orbital energy, the calculation gives -2.522 eV. The LUMO energy is 0.145 Eh. Its net charge is -2. For the orbital gap, the calculation gives 6.46 eV. As for the relative energy (zero: lowest compared OMol25 entry of this formula, charge and spin): 0.458 eV. The total energy is -4413.0920 Eh.